# 1
Computed, not measured: a 6-piece molecular cluster, C30H51BrClNO9P overall, with the ωB97M-V functional and the def2-TZVPD basis.

Element x y z (Å)
C  7.903  0.934  0.066
C  8.074  1.837  -1.293
O  6.837  2.599  -1.664
C  6.058  2.912  -0.453
O  6.562  3.905  0.332
C  4.697  2.155  0.058
C  3.988  2.761  1.447
C  2.627  2.094  2.073
N  1.991  0.930  1.346
C  2.553  0.304  0.052
C  1.671  -0.935  -0.576
C  0.875  -0.321  -1.889
O  0.496  0.983  -1.776
Cl  0.461  -1.326  -3.415
C  3.954  0.881  -0.658
P  4.686  0.143  -2.265
O  4.144  -1.484  -2.568
Br  3.845  1.519  -3.926
H  8.773  0.125  0.165
H  6.900  0.287  0.020
H  7.970  1.567  1.075
H  8.378  1.083  -2.167
H  8.942  2.615  -1.104
H  4.456  3.675  2.045
H  2.076  2.490  3.055
H  1.100  0.534  1.756
H  2.278  -1.911  -0.793
H  0.820  -1.229  0.202
H  3.608  -1.523  -3.437
C  -2.370  -4.771  -3.847
C  -1.458  -5.904  -4.238
C  -0.276  -5.693  -3.317
O  -0.786  -5.093  -2.117
C  -2.138  -4.678  -2.354
H  -3.419  -4.940  -4.105
H  -2.042  -3.845  -4.334
H  -1.940  -6.863  -4.012
H  -1.181  -5.901  -5.295
H  0.450  -4.999  -3.754
H  0.237  -6.627  -3.072
H  -2.798  -5.360  -1.807
H  -2.286  -3.665  -1.969
C  4.631  8.289  1.227
C  3.130  8.236  1.105
C  2.857  6.750  1.186
O  3.885  6.183  2.010
C  4.908  7.169  2.206
H  5.010  9.256  1.567
H  5.090  8.061  0.258
H  2.670  8.747  1.959
H  2.747  8.690  0.188
H  2.922  6.279  0.200
H  1.876  6.526  1.616
H  4.840  7.521  3.241
H  5.892  6.714  2.056
C  -2.704  1.389  4.460
C  -2.998  1.039  3.024
C  -1.676  1.333  2.349
O  -0.649  1.092  3.322
C  -1.267  0.939  4.608
H  -3.376  0.909  5.176
H  -2.772  2.474  4.599
H  -3.229  -0.029  2.942
H  -3.830  1.603  2.595
H  -1.609  2.384  2.047
H  -1.505  0.705  1.470
H  -1.209  -0.119  4.883
H  -0.718  1.524  5.352
C  -6.715  4.652  4.926
C  -7.009  4.303  3.490
C  -5.687  4.597  2.816
O  -4.661  4.355  3.788
C  -5.278  4.203  5.074
H  -7.388  4.173  5.642
H  -6.784  5.738  5.066
H  -7.241  3.234  3.409
H  -7.842  4.867  3.062
H  -5.620  5.647  2.513
H  -5.516  3.969  1.937
H  -5.220  3.144  5.349
H  -4.730  4.787  5.818
C  -3.763  -10.784  -3.860
C  -4.805  -10.404  -4.879
C  -4.380  -9.002  -5.258
O  -2.955  -8.945  -5.112
C  -2.521  -10.120  -4.413
H  -3.647  -11.864  -3.731
H  -4.018  -10.348  -2.887
H  -4.730  -11.065  -5.750
H  -5.829  -10.452  -4.500
H  -4.815  -8.258  -4.582
H  -4.656  -8.744  -6.285
H  -2.012  -10.769  -5.135
H  -1.809  -9.842  -3.631

As for the highest occupied orbital energy: -10.812 eV. The orbital gap is 5.54 eV. Its spin multiplicity is 1. Its total charge is +1.

# 2
Computed, not measured: one molecule with the formula C5H7ClN2O2S, with the ωB97M-V functional and the def2-TZVPD basis.

Element x y z (Å)
C  0.054  -1.441  0.388
C  0.242  -0.033  0.717
C  -1.181  -1.923  0.231
C  -0.873  0.877  0.307
C  -2.214  0.106  0.293
N  -2.340  -1.128  0.153
N  1.732  0.519  -1.593
O  1.723  2.115  0.282
O  2.978  0.119  0.625
S  1.813  0.701  0.123
Cl  -3.708  0.987  0.238
H  0.824  -2.207  0.475
H  0.489  0.070  1.723
H  -1.508  -2.965  -0.240
H  -1.008  1.777  1.032
H  -0.468  1.333  -0.614
H  1.553  -0.322  -1.960
H  1.894  1.413  -2.181

As for the highest occupied orbital energy: -9.642 eV. The orbital gap is 9.44 eV. Its spin multiplicity is 1.